A | Below is a 2-piece molecular cluster, C3H9IN overall, with properties calculated with ωB97M-V/def2-TZVPD.

gap between HOMO and LUMO	9.6	eV
net charge	+1
lowest unoccupied orbital energy	-3.7	eV

Each line ends with the Löwdin charge.
CARTESIAN COORDINATES (ANGSTROEM)
C -1.62 1.70 0.16  -0.542
C 1.62 0.32 -0.21  0.075
C 0.86 -0.55 0.38  -0.202
N 0.51 -1.85 -0.35  0.158
I -2.51 -0.12 0.82  0.825
H -0.56 1.81 0.46  -0.004
H -1.65 1.76 -0.92  0.010
H -2.13 2.51 0.61  -0.013
H 1.94 1.21 0.10  0.045
H 2.00 0.20 -1.19  0.089
H 0.43 -0.58 1.38  0.088
H -0.56 -1.82 -0.42  0.090
H 0.77 -2.56 0.46  0.223
H 0.91 -2.01 -1.26  0.156

=====

B | Below is a 2-piece molecular cluster, C3H9IN overall, with properties calculated with ωB97M-V/def2-TZVPD.

gap between HOMO and LUMO (alpha / beta)	8.4 / 8.4	eV
net charge	+1
lowest unoccupied orbital energy (alpha / beta)	-4.9 / -5.2	eV

Each line ends with the Löwdin charge.
CARTESIAN COORDINATES (ANGSTROEM)
C 0.16 -0.12 -1.79  -0.207
C -0.54 -0.08 1.37  0.004
C 0.98 0.31 -0.63  -0.843
N 0.82 -0.35 0.70  -0.060
I 3.01 0.48 -1.25  0.920
H -0.86 0.03 -1.56  0.065
H 0.45 0.62 -2.52  0.060
H 0.34 -1.17 -2.08  0.104
H -1.33 -0.86 1.15  0.127
H -0.41 -0.14 2.43  0.090
H -0.72 0.96 1.09  0.088
H 0.53 2.27 -0.64  0.253
H 1.38 0.24 1.38  0.178
H 1.09 -1.39 0.53  0.220

=====

Stability summary: most stable A, least stable B.

=====

A | Below is an isolated ion of composition C6H12NO and charge -1, with properties calculated with ωB97M-V/def2-TZVPD.

gap between HOMO and LUMO	5.1	eV
net charge	-1
lowest unoccupied orbital energy	4.0	eV

Each line ends with the Löwdin charge.
CARTESIAN COORDINATES (ANGSTROEM)
C -1.10 -0.39 2.48  -0.309
O -1.58 0.89 2.08  -0.129
C 0.18 -0.68 1.70  -0.266
C -0.17 -1.11 0.31  -0.190
C 0.33 -0.55 -0.85  -0.477
C 0.43 -1.22 -2.05  -0.098
C 0.78 1.69 -2.02  -0.164
N 0.91 0.81 -0.85  -0.093
H -1.86 -1.16 2.30  0.102
H -0.84 -0.16 3.54  0.107
H 0.97 -1.20 2.25  0.080
H 0.62 0.34 1.65  0.086
H -0.86 -1.94 0.26  0.055
H -1.76 0.89 1.12  0.071
H 0.61 -0.87 -3.04  -0.026
H 0.30 -2.28 -2.02  -0.016
H 0.91 2.75 -1.73  0.067
H 1.67 1.48 -2.61  0.055
H -0.12 1.40 -2.54  0.059
H 0.58 1.29 0.02  0.085

=====

B | Below is an isolated ion of composition C6H12NO and charge -1, with properties calculated with ωB97M-V/def2-TZVPD.

gap between HOMO and LUMO	5.6	eV
net charge	-1
lowest unoccupied orbital energy	3.8	eV
structure (SMILES)	CN1CCC[C@H]1C[O-]

Each line ends with the Löwdin charge.
CARTESIAN COORDINATES (ANGSTROEM)
C -0.49 1.34 1.65  -0.107
N 0.17 0.48 0.69  -0.226
C 1.33 0.93 -0.07  -0.215
C 1.50 -0.13 -1.21  -0.174
C 0.04 -0.50 -1.49  -0.198
C -0.76 -0.24 -0.21  -0.287
C -1.08 -1.68 0.45  -0.484
O -2.38 -2.05 0.45  -0.411
H -1.04 0.88 2.45  0.066
H -1.28 1.86 1.08  0.073
H 0.22 2.11 2.04  0.076
H 1.08 1.93 -0.47  0.104
H 2.21 0.89 0.64  0.116
H 1.96 -1.02 -0.73  0.114
H 2.03 0.26 -2.06  0.080
H -0.34 0.17 -2.35  0.112
H -0.16 -1.46 -1.96  0.094
H -1.66 0.31 -0.50  0.121
H -0.85 -1.64 1.59  0.085
H -0.48 -2.45 -0.03  0.062

=====

Stability summary: most stable B, least stable A.

=====

A | Below is C27H38BrCdN4O2S2SbSi3 as an isolated structure, with properties calculated with ωB97M-V/def2-TZVPD.

gap between HOMO and LUMO	7.1	eV
lowest unoccupied orbital energy	-0.3	eV

Each line ends with the Löwdin charge.
CARTESIAN COORDINATES (ANGSTROEM)
Cd 0.52 0.21 -0.16  0.936
S 2.77 1.24 0.09  0.411
C 2.42 1.10 1.79  -1.205
S 0.89 0.47 2.28  0.433
C 3.36 1.49 2.72  -0.425
C 4.56 2.11 2.35  -0.281
N 5.52 2.67 2.05  0.148
C 3.15 1.28 4.09  -0.281
N 3.00 1.06 5.21  0.149
C -3.25 -0.10 -0.15  -0.083
O -2.22 0.85 -0.33  -0.158
C -2.59 2.17 -0.34  -0.193
C -3.90 2.62 -0.29  -0.059
C -4.15 3.99 -0.31  -0.671
Br -5.96 4.57 -0.28  0.738
C -3.14 4.91 -0.35  -0.077
C -1.81 4.48 -0.38  -0.061
C -1.53 3.10 -0.39  -0.188
O -0.28 2.63 -0.47  -0.067
C -0.69 5.40 -0.37  -0.224
N 0.56 4.99 -0.37  0.159
C 1.35 6.11 -0.31  -0.192
C 2.73 6.25 -0.26  0.007
C 3.23 7.54 -0.20  -0.084
C 2.39 8.66 -0.19  -0.090
C 1.02 8.54 -0.24  -0.024
C 0.51 7.25 -0.29  -0.182
N -0.78 6.76 -0.33  0.180
H -3.80 0.09 0.78  0.108
H -2.75 -1.06 -0.08  0.031
H -3.95 -0.09 -0.99  0.103
H -4.73 1.94 -0.25  0.098
H -3.38 5.96 -0.35  0.100
H 0.36 3.43 -0.42  0.066
H 3.37 5.39 -0.27  0.117
H 4.30 7.69 -0.15  0.104
H 2.84 9.64 -0.13  0.102
H 0.37 9.40 -0.23  0.108
H -1.62 7.32 -0.31  0.159
C 2.40 -5.45 -0.71  -0.201
Si 2.33 -3.53 -0.68  0.359
C 3.35 -2.81 0.75  -0.213
C 2.86 -2.85 -2.39  -0.222
Sb -0.05 -2.57 -0.29  0.757
Si -0.77 -3.60 2.04  0.395
C -0.52 -5.50 1.91  -0.213
C 0.29 -2.85 3.43  -0.224
C -2.61 -3.15 2.27  -0.219
Si -1.46 -3.70 -2.16  0.341
C -1.08 -2.71 -3.75  -0.229
C -1.07 -5.53 -2.51  -0.214
C -3.32 -3.55 -1.74  -0.217
H 3.41 -5.80 -0.90  0.030
H 1.76 -5.86 -1.47  0.003
H 2.08 -5.87 0.24  0.006
H 4.42 -2.98 0.63  0.034
H 3.06 -3.25 1.70  0.013
H 3.20 -1.74 0.82  -0.007
H 3.90 -3.09 -2.62  0.029
H 2.77 -1.76 -2.41  0.017
H 2.25 -3.25 -3.19  0.008
H 0.53 -5.75 1.95  0.010
H -0.92 -5.89 0.98  0.008
H -1.02 -6.01 2.73  0.028
H 1.35 -2.96 3.23  0.011
H 0.09 -3.31 4.39  0.034
H 0.10 -1.78 3.53  -0.035
H -3.22 -3.46 1.43  -0.002
H -2.72 -2.08 2.39  0.017
H -3.02 -3.62 3.16  0.029
H -0.06 -2.89 -4.08  0.011
H -1.19 -1.64 -3.59  0.019
H -1.74 -3.00 -4.55  0.029
H -0.07 -5.65 -2.91  0.012
H -1.77 -5.92 -3.24  0.030
H -1.14 -6.15 -1.62  0.015
H -3.66 -2.52 -1.84  0.007
H -3.53 -3.88 -0.73  0.003
H -3.91 -4.15 -2.42  0.030

=====

B | Below is C27H38BrCdN4O2S2SbSi3 as an isolated structure, with properties calculated with ωB97M-V/def2-TZVPD.

gap between HOMO and LUMO	6.8	eV
lowest unoccupied orbital energy	-0.6	eV

Each line ends with the Löwdin charge.
CARTESIAN COORDINATES (ANGSTROEM)
Cd 1.19 1.57 -1.35  0.926
S 1.34 1.98 -3.85  0.419
C 2.51 3.17 -3.34  -1.217
S 2.80 3.40 -1.64  0.409
C 3.19 3.91 -4.27  -0.416
C 2.97 3.74 -5.67  -0.273
N 2.79 3.61 -6.80  0.143
C 4.16 4.89 -3.88  -0.270
N 4.94 5.67 -3.56  0.146
C -1.60 3.60 -2.51  -0.059
O -1.12 2.88 -1.36  -0.184
C -2.01 2.62 -0.37  -0.228
C -3.39 2.73 -0.49  -0.051
C -4.19 2.41 0.60  -0.686
Br -6.07 2.56 0.43  0.760
C -3.65 2.00 1.80  -0.084
C -2.26 1.91 1.93  -0.082
C -1.44 2.23 0.85  -0.212
O -0.09 2.17 0.89  -0.042
C -1.63 1.45 3.17  -0.260
N -0.33 1.47 3.37  0.158
C -0.13 0.92 4.62  -0.217
C 1.05 0.72 5.34  -0.017
C 0.94 0.13 6.58  -0.083
C -0.30 -0.26 7.11  -0.086
C -1.48 -0.05 6.42  -0.017
C -1.37 0.55 5.17  -0.191
N -2.30 0.90 4.22  0.187
H -2.27 2.98 -3.11  0.092
H -0.71 3.83 -3.10  0.061
H -2.11 4.50 -2.19  0.107
H -3.84 3.05 -1.42  0.108
H -4.30 1.79 2.63  0.102
H 0.17 1.93 1.82  0.072
H 2.00 1.03 4.93  0.115
H 1.84 -0.04 7.17  0.104
H -0.33 -0.72 8.09  0.103
H -2.43 -0.34 6.83  0.111
H -3.29 0.74 4.27  0.158
C 2.58 -3.97 -2.17  -0.222
Si 2.35 -2.16 -2.56  0.283
C 3.94 -1.19 -2.38  -0.227
C 1.61 -1.92 -4.25  -0.221
Sb 0.73 -1.09 -0.88  0.829
Si 0.95 -2.05 1.48  0.297
C 1.42 -3.86 1.42  -0.222
C 2.26 -1.04 2.33  -0.228
C -0.73 -1.84 2.31  -0.212
Si -1.62 -1.48 -1.83  0.297
C -1.78 -0.32 -3.27  -0.213
C -1.78 -3.27 -2.34  -0.220
C -2.88 -1.08 -0.50  -0.204
H 3.19 -4.44 -2.95  0.037
H 1.63 -4.50 -2.13  0.025
H 3.09 -4.12 -1.22  0.014
H 4.70 -1.58 -3.06  0.039
H 4.33 -1.24 -1.37  0.028
H 3.77 -0.14 -2.63  0.016
H 2.31 -2.30 -5.00  0.043
H 1.44 -0.86 -4.46  -0.014
H 0.67 -2.45 -4.38  0.017
H 2.41 -4.00 0.99  0.017
H 0.71 -4.44 0.83  0.029
H 1.44 -4.27 2.43  0.038
H 3.23 -1.13 1.82  0.032
H 2.39 -1.38 3.36  0.035
H 1.99 0.01 2.36  0.014
H -1.40 -2.65 2.02  0.032
H -1.19 -0.90 2.02  0.004
H -0.62 -1.86 3.39  0.038
H -1.04 -0.50 -4.04  0.022
H -1.66 0.72 -2.94  -0.002
H -2.77 -0.42 -3.72  0.044
H -1.04 -3.54 -3.10  0.015
H -2.77 -3.46 -2.77  0.036
H -1.65 -3.94 -1.49  0.028
H -2.72 -0.08 -0.08  0.005
H -2.85 -1.79 0.32  0.019
H -3.88 -1.10 -0.93  0.045

=====

Stability summary: most stable B, least stable A.

=====

A | Below is the molecule C5H10S, with properties calculated with ωB97M-V/def2-TZVPD.

gap between HOMO and LUMO	9.3	eV
lowest unoccupied orbital energy	0.9	eV
structure (SMILES)	C/C=C(/C)CS

Each line ends with the Löwdin charge.
CARTESIAN COORDINATES (ANGSTROEM)
C 0.12 1.94 -1.23  -0.071
C 0.43 0.43 -1.47  -0.113
C 0.62 -0.47 -0.51  -0.451
C 0.79 -1.83 -0.90  -0.117
C 0.63 -0.13 1.03  -0.422
H -0.09 2.11 -0.23  0.010
H 0.99 2.53 -1.53  0.079
H -0.71 2.18 -1.77  0.041
H 0.52 0.07 -2.52  0.109
H 0.78 -1.98 -2.00  0.091
H 1.69 -2.28 -0.47  0.083
H -0.03 -2.51 -0.50  0.102
H 0.87 -1.00 1.63  0.041
H 1.21 0.81 1.33  0.102
H -1.70 -1.17 1.23  -0.126
S -1.19 0.10 1.46  0.641

=====

B | Below is the molecule C5H10S, with properties calculated with ωB97M-V/def2-TZVPD.

gap between HOMO and LUMO	9.3	eV
lowest unoccupied orbital energy	0.9	eV
structure (SMILES)	C=C(C)CSC

Each line ends with the Löwdin charge.
CARTESIAN COORDINATES (ANGSTROEM)
C -1.78 1.00 0.63  -0.341
C -0.54 -0.91 -0.90  -0.492
C 0.71 -0.46 -0.07  -0.477
C 1.46 0.61 -0.63  -0.098
C 0.97 -1.07 1.06  0.014
H -1.31 0.65 1.56  0.039
H -2.68 1.55 0.76  0.022
H -1.21 1.55 0.00  -0.016
H -0.47 -1.95 -1.07  0.054
H -0.51 -0.30 -1.79  0.060
H 1.91 0.24 -1.58  0.106
H 2.29 0.99 0.04  0.106
H 0.92 1.49 -0.91  0.070
H 0.49 -2.00 1.55  0.105
H 1.90 -0.77 1.58  0.067
S -2.16 -0.62 -0.22  0.780

=====

Stability summary: most stable A, least stable B.

=====

A | Below is a 2-piece molecular cluster, C2H3FO3 overall, with properties calculated with ωB97M-V/def2-TZVPD.

gap between HOMO and LUMO	11.9	eV
lowest unoccupied orbital energy	0.6	eV
structure (SMILES)	O=C=O.OCF

Each line ends with the Löwdin charge.
CARTESIAN COORDINATES (ANGSTROEM)
C -2.07 0.55 0.05  -0.490
C 1.28 -0.16 0.30  -0.386
O -1.74 -0.16 -0.76  0.212
O -2.53 1.27 0.79  0.241
O 1.05 -0.15 -1.00  -0.083
F 0.15 0.31 0.90  -0.029
H 2.30 0.47 0.30  0.169
H 1.38 -1.21 0.67  0.129
H 0.18 -0.92 -1.24  0.236

=====

B | Below is a 2-piece molecular cluster, C2H3FO3 overall, with properties calculated with ωB97M-V/def2-TZVPD.

gap between HOMO and LUMO	8.8	eV
lowest unoccupied orbital energy	-0.1	eV

Each line ends with the Löwdin charge.
CARTESIAN COORDINATES (ANGSTROEM)
C -0.14 -1.15 0.22  -0.469
C 0.46 -0.03 -1.56  -0.035
O -0.47 -2.24 0.16  0.179
O 0.10 -0.46 2.48  0.027
O 0.17 -0.23 0.99  0.025
F 1.45 0.74 -1.21  0.017
H -0.47 0.25 -1.78  0.038
H 0.90 -0.85 -2.17  0.102
H 0.98 -0.92 2.54  0.117

=====

Stability summary: most stable A, least stable B.